# 1
The following is a DFT calculation (ωB97M-V/def2-TZVPD) of C2H4N2S2 as an isolated structure.

**Frontier orbital gap**: 8.1 eV
**Net charge**: 0
**E**: -984.35194 Ha
**Energy above the lowest of the compared OMol25 structures with the same formula, charge and spin**: 4.434 eV
**Spin multiplicity**: 1
**HOMO energy**: -9.1 eV

Last column: Löwdin charge in e.
Cartesian coordinates (Å):
C: -1.3979 -0.2223 -0.3720  -0.351
C: 2.3553 0.3659 0.0208  -1.107
H: -3.1790 -1.0440 -0.4028  -0.011
H: -0.8338 -0.5057 -1.4821  0.166
H: -0.5076 0.2564 1.3733  0.069
H: 3.4676 1.2763 0.5342  0.188
N: -2.5740 -0.5371 0.1552  0.070
N: -0.3919 0.3504 0.4056  -0.396
S: 0.9099 1.2885 -0.1920  0.778
S: 2.1513 -1.2284 -0.0400  0.594


# 2
The following is a DFT calculation (ωB97M-V/def2-TZVPD) of one molecule with the formula C2H4N2S2.

**Frontier orbital gap**: 7.1 eV
**Net charge**: 0
**E**: -984.37941 Ha
**Energy above the lowest of the compared OMol25 structures with the same formula, charge and spin**: 3.687 eV
**Spin multiplicity**: 1
**HOMO energy**: -7.4 eV

Last column: Löwdin charge in e.
Cartesian coordinates (Å):
C: 1.0057 0.6698 0.6678  -0.613
C: -0.9300 0.2580 -0.7774  -0.644
H: -1.5990 2.2926 1.0037  0.148
H: -0.4261 2.8844 -0.2229  0.136
H: 1.7427 1.4050 0.9467  0.052
H: -1.7133 0.7870 -1.2366  0.033
N: -0.6233 2.2152 0.5731  0.014
N: -0.2471 1.0860 0.0963  -0.377
S: 1.4473 -0.8766 0.6884  0.655
S: -0.9702 -1.3762 -0.9708  0.597


# 3
The following is a DFT calculation (ωB97M-V/def2-TZVPD) of one molecule with the formula C2H4N2S2.

**Frontier orbital gap**: 8.6 eV
**Net charge**: 0
**E**: -984.42549 Ha
**Energy above the lowest of the compared OMol25 structures with the same formula, charge and spin**: 2.433 eV
**Spin multiplicity**: 1
**HOMO energy**: -8.4 eV

Last column: Löwdin charge in e.
Cartesian coordinates (Å):
C: 0.6631 0.5405 0.3458  -0.729
C: 0.0009 -0.8020 0.1530  -0.492
N: 1.8935 0.5581 0.4910  0.081
N: -1.9241 0.7210 -0.4206  -0.758
S: -0.6621 1.8272 0.1317  0.808
S: -1.7860 -0.7610 0.4151  0.765
H: 0.2557 -1.3174 -0.7655  0.084
H: 0.4620 -1.3163 0.9653  0.067
H: 2.3994 1.5267 0.5795  0.112
H: -2.8880 1.0936 -0.0606  0.061


# 4
The following is a DFT calculation (ωB97M-V/def2-TZVPD) of one molecule with the formula C2H4N2S2.

**Frontier orbital gap (spin up / spin down)**: 7.9 / 7.9 eV
**Net charge**: 0
**E**: -984.34529 Ha
**Energy above the lowest of the compared OMol25 structures with the same formula, charge and spin**: 4.615 eV
**Spin multiplicity**: 1
**HOMO energy (spin up / spin down)**: -8.1 / -8.1 eV

Last column: Löwdin charge in e.
Cartesian coordinates (Å):
C: -0.7941 1.1412 0.1417  -0.542
C: -0.1683 -1.3938 -0.1791  -0.283
N: 0.6556 1.1480 0.1696  -0.079
N: 1.3011 0.1029 0.0411  -0.711
S: 2.7920 -0.4105 0.1270  0.558
S: -1.3641 -0.4004 0.7427  0.812
H: -1.0740 2.0111 0.9012  0.136
H: -1.1348 1.3413 -0.8070  0.042
H: -0.4477 -1.2399 -1.2747  0.059
H: 0.2343 -2.2999 0.1374  0.008


# 5
The following is a DFT calculation (ωB97M-V/def2-TZVPD) of a 2-piece molecular cluster, C2H4N2S3 overall.

**Frontier orbital gap (spin up / spin down)**: 6.2 / 5.8 eV
**Net charge**: 0
**E**: -1382.47815 Ha
**Energy above the lowest of the compared OMol25 structures with the same formula, charge and spin**: 2.311 eV
**Spin multiplicity**: 3
**HOMO energy (spin up / spin down)**: -5.9 / -9.3 eV

Last column: Löwdin charge in e.
Cartesian coordinates (Å):
C: -1.2107 1.8517 -0.5054  -0.424
C: -2.4816 -0.1830 -0.3523  -1.057
N: -0.7686 0.8552 -1.2285  -0.098
N: -1.5394 -0.1985 -1.2371  -0.058
S: -2.6546 1.4142 0.4436  0.854
S: -3.5152 -1.5155 0.0216  0.827
S: 2.3152 -0.0277 0.0535  0.369
H: -0.7579 2.7362 -0.4298  0.022
H: -2.7621 -2.5095 -0.6443  -0.051
H: 1.1160 0.6082 -0.3969  -0.221
H: 3.1965 -0.0302 -1.0899  -0.162


# 6
The following is a DFT calculation (ωB97M-V/def2-TZVPD) of an isolated ion of composition C2H4N3 and charge +1.

**Frontier orbital gap**: 9.3 eV
**Net charge**: +1
**E**: -242.38588 Ha
**Energy above the lowest of the compared OMol25 structures with the same formula, charge and spin**: 5.810 eV
**Spin multiplicity**: 1
**HOMO energy**: -16.9 eV

Last column: Löwdin charge in e.
Cartesian coordinates (Å):
C: -0.1258 -0.4063 -0.0682  -0.173
C: 1.2157 0.1260 -0.0830  0.015
N: -0.7743 -0.7195 -1.2026  0.164
N: -1.7196 -0.0488 -0.6717  0.177
N: -1.4109 -0.1214 0.6817  0.163
H: 1.9044 -0.6609 -0.6912  0.187
H: 1.5579 0.2875 0.9883  0.127
H: 1.2878 1.2054 -0.4109  0.150
H: -1.9352 0.3380 1.4575  0.189


# 7
The following is a DFT calculation (ωB97M-V/def2-TZVPD) of an isolated ion of composition C2H4N3O and charge +1.

**Frontier orbital gap**: 9.5 eV
**Net charge**: +1
**E**: -317.71613 Ha
**Energy above the lowest of the compared OMol25 structures with the same formula, charge and spin**: 3.418 eV
**Spin multiplicity**: 1
**HOMO energy**: -16.3 eV

Last column: Löwdin charge in e.
Cartesian coordinates (Å):
C: -1.1271 -0.6246 0.2927  -0.088
C: 0.2809 0.3011 -1.0456  -0.056
N: -0.9851 -0.3428 -0.9335  0.130
N: -0.1504 -0.0792 1.0967  0.210
N: 0.7293 0.5331 0.3257  -0.185
O: 1.7621 1.0070 0.6646  0.219
H: -1.9029 -1.1731 0.6602  0.127
H: 1.0798 -0.5649 -1.4044  0.249
H: 0.2015 1.1304 -1.7508  0.166
H: 0.1121 -0.1870 2.0944  0.229


# 8
The following is a DFT calculation (ωB97M-V/def2-TZVPD) of a 2-piece molecular cluster, C2H4N3S2 overall.

**Frontier orbital gap (spin up / spin down)**: 5.9 / 7.4 eV
**Net charge**: +1
**E**: -1038.79007 Ha
**Energy above the lowest of the compared OMol25 structures with the same formula, charge and spin**: 2.112 eV
**Spin multiplicity**: 1
**HOMO energy (spin up / spin down)**: -13.8 / -13.7 eV

Last column: Löwdin charge in e.
Cartesian coordinates (Å):
C: -0.1483 1.9265 -0.2416  -0.059
C: 0.4109 -0.1687 -0.0524  0.029
N: -1.2699 1.2299 -0.3240  0.105
N: -0.9342 -0.0712 -0.1718  -0.476
N: 0.9183 1.0549 -0.0771  0.148
S: 2.1542 -3.2560 -0.0742  0.482
S: -1.9777 -1.4668 -0.0581  0.898
H: -0.2251 3.0039 -0.0327  0.162
H: 1.8331 1.3170 -0.0900  0.133
H: 2.4681 -2.2915 -0.9202  -0.314
H: -2.6589 -1.4877 -1.2125  -0.108


# 9
The following is a DFT calculation (ωB97M-V/def2-TZVPD) of one molecule with the formula C2H4N4.

**Frontier orbital gap**: 9.3 eV
**Net charge**: 0
**E**: -297.54629 Ha
**Energy above the lowest of the compared OMol25 structures with the same formula, charge and spin**: 2.667 eV
**Spin multiplicity**: 1
**HOMO energy**: -8.6 eV

Last column: Löwdin charge in e.
Cartesian coordinates (Å):
C: 0.2913 -0.3993 -0.3232  -0.506
N: 0.3714 1.3801 1.0916  -0.030
N: -0.8994 -0.0254 -0.9183  0.139
N: 0.9166 0.2141 0.6048  -0.019
C: 1.1223 -2.5019 -1.2682  0.067
N: 0.6102 -1.7412 -0.5412  0.011
H: -0.5622 1.2755 1.5055  0.084
H: 1.0163 1.8253 1.7523  0.083
H: -1.4452 0.7164 -0.5092  0.078
H: -1.4214 -0.7437 -1.3941  0.093


# 10
The following is a DFT calculation (ωB97M-V/def2-TZVPD) of one molecule with the formula C2H4N4.

**Frontier orbital gap**: 10.4 eV
**Net charge**: 0
**E**: -297.62428 Ha
**Energy above the lowest of the compared OMol25 structures with the same formula, charge and spin**: 0.545 eV
**Spin multiplicity**: 1
**HOMO energy**: -9.5 eV

Last column: Löwdin charge in e.
Cartesian coordinates (Å):
N: 0.8297 -1.4376 -0.6403  0.124
C: 0.1864 -0.2787 -0.2519  -0.502
N: 0.2282 0.9238 -0.7429  0.119
C: -0.5165 1.6144 0.1917  -0.234
N: -1.0435 0.9140 1.1564  0.031
N: -0.5806 -0.3639 0.8778  0.023
H: 1.4907 -1.6860 0.0890  0.099
H: 1.3040 -1.3180 -1.5226  0.091
H: -0.6026 2.6905 0.1390  0.100
H: -1.2958 -1.0585 0.7039  0.147


# 11
The following is a DFT calculation (ωB97M-V/def2-TZVPD) of a 2-piece molecular cluster, C2H4N4 overall.

**Frontier orbital gap (spin up / spin down)**: 8.8 / 8.7 eV
**Net charge**: 0
**E**: -297.47900 Ha
**Energy above the lowest of the compared OMol25 structures with the same formula, charge and spin**: 4.498 eV
**Spin multiplicity**: 1
**HOMO energy (spin up / spin down)**: -9.2 / -9.1 eV

Last column: Löwdin charge in e.
Cartesian coordinates (Å):
C: -0.7877 0.5108 0.4219  -0.245
C: 0.4199 1.3626 0.7331  -0.239
N: 0.6616 -1.6370 -1.1045  0.072
N: -0.8318 -0.3532 -0.4838  0.015
N: -0.1111 -2.4893 -1.0580  -0.002
N: 1.5611 1.2870 0.1966  0.103
H: -1.0914 -2.0367 -0.7532  0.088
H: 1.5891 0.5527 -0.5162  0.022
H: -1.6695 0.6942 1.0508  0.097
H: 0.2598 2.1090 1.5133  0.088


# 12
The following is a DFT calculation (ωB97M-V/def2-TZVPD) of one molecule with the formula C2H4N4.

**Frontier orbital gap**: 11.7 eV
**Net charge**: 0
**E**: -297.58186 Ha
**Energy above the lowest of the compared OMol25 structures with the same formula, charge and spin**: 1.699 eV
**Spin multiplicity**: 1
**HOMO energy**: -10.7 eV

Last column: Löwdin charge in e.
Cartesian coordinates (Å):
C: -1.6057 -0.0492 -0.0007  -0.009
N: -0.1607 0.0407 0.0526  -0.264
N: 0.6949 0.6871 0.8188  0.113
C: 1.8455 0.2864 0.2850  -0.223
N: 1.6860 -0.5574 -0.7494  0.014
N: 0.4112 -0.6991 -0.8795  0.010
H: -2.0318 -0.4685 0.9169  0.088
H: -1.5853 -0.7433 -0.8631  0.088
H: -2.0788 0.9189 -0.1969  0.088
H: 2.8245 0.5842 0.6164  0.094


# 13
The following is a DFT calculation (ωB97M-V/def2-TZVPD) of one molecule with the formula C2H4N4.

**Frontier orbital gap**: 9.0 eV
**Net charge**: 0
**E**: -297.52528 Ha
**Energy above the lowest of the compared OMol25 structures with the same formula, charge and spin**: 3.239 eV
**Spin multiplicity**: 1
**HOMO energy**: -8.6 eV

Last column: Löwdin charge in e.
Cartesian coordinates (Å):
N: 1.8234 -0.2919 0.1147  0.056
C: 0.4298 -0.0871 0.0128  -0.407
N: -0.4795 -1.1674 -0.1644  -0.019
N: -1.6873 -0.8493 -0.1669  0.033
N: -0.9636 2.0055 -0.0572  0.177
C: -0.1645 1.0908 0.0310  -0.128
H: 2.3001 -0.2200 -0.7770  0.075
H: 2.0146 -1.2036 0.5135  0.074
H: -2.2169 -1.7020 -0.3685  0.055
H: -1.0562 2.4250 0.8619  0.082


# 14
The following is a DFT calculation (ωB97M-V/def2-TZVPD) of one molecule with the formula C2H4N4.

**Frontier orbital gap**: 10.6 eV
**Net charge**: 0
**E**: -297.58054 Ha
**Energy above the lowest of the compared OMol25 structures with the same formula, charge and spin**: 1.735 eV
**Spin multiplicity**: 1
**HOMO energy**: -9.5 eV

Last column: Löwdin charge in e.
Cartesian coordinates (Å):
N: 1.8305 -0.1938 0.1226  0.060
C: 0.4293 0.0058 0.0437  -0.403
N: -0.4003 -0.9896 -0.2026  0.048
N: -1.6159 -0.5124 -0.2157  -0.072
N: -1.6406 0.9432 0.0000  0.066
C: -0.3629 1.1956 0.2029  -0.120
H: 2.2432 -0.3220 -0.7988  0.076
H: 2.0445 -1.0307 0.6588  0.074
H: -2.2714 -1.3002 -0.4248  0.164
H: -0.2563 2.2040 0.6140  0.108


# 15
The following is a DFT calculation (ωB97M-V/def2-TZVPD) of C2H4N4 as an isolated structure.

**Frontier orbital gap**: 9.5 eV
**Net charge**: 0
**E**: -297.55278 Ha
**Energy above the lowest of the compared OMol25 structures with the same formula, charge and spin**: 2.491 eV
**Spin multiplicity**: 1
**HOMO energy**: -9.2 eV

Last column: Löwdin charge in e.
Cartesian coordinates (Å):
C: 0.0492 0.3888 -0.0763  -0.524
C: 1.1470 -1.3529 -0.2744  -0.257
H: 0.1229 2.4510 -0.0301  0.083
H: -1.6315 1.8118 0.1912  0.160
H: 1.8824 -1.9979 -0.5460  0.074
H: -1.6333 -0.4234 0.9125  0.279
N: -0.4963 1.6754 0.2313  0.072
N: 1.2286 0.0366 -0.4029  0.120
N: 0.0237 -1.8459 -0.0945  0.035
N: -0.6925 -0.7435 0.0891  -0.043


# 16
The following is a DFT calculation (ωB97M-V/def2-TZVPD) of one molecule with the formula C2H4N4.

**Frontier orbital gap**: 8.4 eV
**Net charge**: 0
**E**: -297.51173 Ha
**Energy above the lowest of the compared OMol25 structures with the same formula, charge and spin**: 3.608 eV
**Spin multiplicity**: 1
**HOMO energy**: -7.5 eV

Last column: Löwdin charge in e.
Cartesian coordinates (Å):
C: 0.5582 1.1061 1.2076  -0.002
N: 0.0721 0.2250 0.3574  -0.249
N: -0.4735 -0.9617 0.6446  0.084
C: -0.7208 -1.4869 -0.5800  -0.242
N: -0.3987 -0.7440 -1.6049  0.037
N: 0.0179 0.3899 -0.9853  0.008
H: 0.3391 0.9545 2.2494  0.056
H: 0.4716 1.1602 -1.4464  0.157
H: 1.2609 1.8395 0.8465  0.051
H: -1.1266 -2.4826 -0.6888  0.102


# 17
The following is a DFT calculation (ωB97M-V/def2-TZVPD) of a 2-piece molecular cluster, C2H4N4 overall.

**Frontier orbital gap**: 10.8 eV
**Net charge**: 0
**E**: -297.57474 Ha
**Energy above the lowest of the compared OMol25 structures with the same formula, charge and spin**: 1.893 eV
**Spin multiplicity**: 1
**HOMO energy**: -10.0 eV

Last column: Löwdin charge in e.
Cartesian coordinates (Å):
C: 1.7144 -0.2229 -0.0706  -0.389
C: -1.6621 0.0906 -0.1168  -0.428
N: 1.3022 -1.2052 -0.6308  0.160
N: -1.5937 -0.8638 0.5833  0.168
N: -1.6436 1.1040 -0.7939  0.128
N: 1.9171 0.6667 0.7352  0.159
H: -2.0995 -1.3465 1.3469  0.111
H: -0.8506 1.6929 -0.7064  0.049
H: 0.3956 -1.3187 -0.9469  0.018
H: 2.5203 1.4028 0.5999  0.026


# 18
The following is a DFT calculation (ωB97M-V/def2-TZVPD) of one molecule with the formula C2H4N4.

**Frontier orbital gap**: 9.1 eV
**Net charge**: 0
**E**: -297.51479 Ha
**Energy above the lowest of the compared OMol25 structures with the same formula, charge and spin**: 3.524 eV
**Spin multiplicity**: 1
**HOMO energy**: -8.2 eV

Last column: Löwdin charge in e.
Cartesian coordinates (Å):
C: 0.9678 0.9084 -0.1036  -0.205
C: -0.8226 -0.9471 -0.0648  -0.234
H: -0.8331 2.0639 0.2934  0.136
H: 1.3555 1.7868 0.2770  0.087
H: 0.5678 -1.9461 0.2360  0.069
H: -1.3554 -1.9395 0.0102  0.138
N: -0.4399 1.2553 -0.3079  -0.037
N: 1.4806 -0.2150 -0.0325  0.056
N: 0.5264 -1.1485 -0.2788  -0.041
N: -1.4472 0.1818 -0.0288  0.031


# 19
The following is a DFT calculation (ωB97M-V/def2-TZVPD) of a 2-piece molecular cluster, C2H4N4 overall.

**Frontier orbital gap (spin up / spin down)**: 6.8 / 8.0 eV
**Net charge**: 0
**E**: -297.37165 Ha
**Energy above the lowest of the compared OMol25 structures with the same formula, charge and spin**: 2.320 eV
**Spin multiplicity**: 3
**HOMO energy (spin up / spin down)**: -5.5 / -10.3 eV

Last column: Löwdin charge in e.
Cartesian coordinates (Å):
C: -0.2742 -1.6569 -2.2072  -0.129
C: -0.3684 1.0402 1.5667  -0.098
N: 1.0867 -0.0945 0.1316  -0.221
N: 1.5474 -0.4049 -0.8666  0.104
N: -1.1197 -1.1273 -1.6343  0.052
N: 0.7145 0.1584 1.2615  0.005
H: 0.3338 -1.8707 -3.0400  0.045
H: -0.8108 1.2191 0.5812  0.074
H: -1.0634 0.6920 2.3158  0.075
H: -0.0459 2.0446 1.8912  0.092


# 20
The following is a DFT calculation (ωB97M-V/def2-TZVPD) of one molecule with the formula C2H4N4O.

**Frontier orbital gap**: 9.4 eV
**Net charge**: 0
**E**: -372.79445 Ha
**Energy above the lowest of the compared OMol25 structures with the same formula, charge and spin**: 2.881 eV
**Spin multiplicity**: 1
**HOMO energy**: -9.4 eV

Last column: Löwdin charge in e.
Cartesian coordinates (Å):
C: -2.2701 -0.3671 0.2456  -0.048
C: 1.2350 -0.1153 0.0091  -0.494
H: -2.1587 -0.4336 1.3201  0.073
H: -2.6844 -1.3807 -0.1347  0.116
H: -2.8232 0.5805 -0.0247  0.102
H: 0.0608 -1.7896 -0.5563  0.121
N: -0.9714 -0.0804 -0.3308  -0.250
N: -0.5330 1.2015 -0.0358  0.067
N: 0.7679 1.2360 -0.0096  0.101
N: 0.0317 -0.9302 -0.1374  0.129
O: 2.3436 -0.5089 0.1828  0.083